This record from the Open Molecules 2025 dataset describes the molecule C8H12O2. The level of theory is ωB97M-V/def2-TZVPD.

Each line ends with the Löwdin charge.
Element x y z (Å)
C  2.44878  -1.60047  -0.09525  0.0927
C  1.81846  -0.39257  0.12203  -0.3310
C  -1.95726  0.65570  0.94441  -0.0972
C  -1.72619  0.93818  -0.55446  -0.1778
C  -0.62158  0.02538  1.55755  -0.1638
C  -1.34591  -0.31695  -1.35821  -0.1840
C  0.51345  -0.36645  0.69101  -0.1438
C  2.19573  0.93081  -0.36928  -0.0664
O  -0.31097  -1.34780  1.25346  0.0182
O  -1.76085  -1.57945  -1.11095  -0.0070
H  3.44040  -1.56313  -0.53810  0.0616
H  2.04023  -2.50427  0.07548  0.0198
H  -2.02881  1.56064  1.53064  0.1055
H  -2.71416  0.05554  1.24460  0.0725
H  -2.60654  1.33304  -1.07268  0.0926
H  -1.01807  1.75752  -0.96093  0.1338
H  -0.35163  0.39358  2.51463  0.1232
H  -0.58022  -0.28506  -2.09198  0.0925
H  2.27214  1.76231  0.42359  0.1214
H  2.98502  0.87783  -1.03609  0.0516
H  1.39759  1.33777  -0.99544  0.0690
H  -2.08959  -1.67216  -0.17402  0.1166

Output
largest force on an atom = 5.71 eV/A
ΔE to the lowest compared entry with this formula, charge and spin = 584.15 kJ/mol
charge = 0
HOMO energy (spin up / spin down) = -6.977 / -6.575 eV
gap between HOMO and LUMO (spin up / spin down) = 7.8223 / 6.9658 eV

***

This record from the Open Molecules 2025 dataset describes the molecule C20H28N4O6S. The level of theory is ωB97M-V/def2-TZVPD.

Each line ends with the Löwdin charge.
Element x y z (Å)
C  -0.53080  -2.48245  -0.35093  -0.0484
C  0.03220  -2.18947  1.03498  -0.2225
O  -0.83527  -1.39734  1.82895  -0.0632
C  -1.02721  -0.08651  1.50699  -0.1794
C  -0.23816  0.61193  0.60772  0.0223
C  -0.53588  1.93694  0.29844  -0.1359
C  -1.61682  2.55674  0.88842  0.0637
C  -2.39400  1.89262  1.84177  -0.1713
C  -2.09780  0.56001  2.16352  -0.1109
O  -2.89837  -0.12753  3.04469  -0.0718
C  -2.28395  -0.79212  4.14349  -0.2332
C  -2.70505  -2.25350  4.17800  -0.0590
H  -2.28558  -2.73805  5.05553  0.0764
H  -3.78887  -2.32399  4.21377  0.0768
H  -2.34933  -2.75638  3.28394  0.0656
H  -2.62661  -0.28231  5.05630  0.1199
H  -1.19599  -0.70784  4.08922  0.1226
O  -3.39705  2.65040  2.34398  -0.0240
C  -4.26973  2.18513  3.36015  -0.2411
C  -5.27497  3.29709  3.62134  -0.0624
H  -5.96958  2.99113  4.39836  0.0751
H  -4.75920  4.19980  3.93745  0.0761
H  -5.82875  3.51646  2.71282  0.0770
H  -3.70396  1.96629  4.27438  0.1234
H  -4.78073  1.27312  3.03611  0.1265
H  -1.87193  3.57270  0.63641  0.1339
C  0.26724  2.62855  -0.74481  -0.4454
O  -0.21666  3.27008  -1.65923  0.0574
N  1.60804  2.46468  -0.60419  0.0871
H  1.95053  1.87022  0.13423  0.1388
C  2.53865  2.76126  -1.67625  -0.0875
C  2.80422  1.50888  -2.43888  -0.2906
N  3.70657  0.62404  -2.11685  0.0817
N  3.57912  -0.42985  -2.93668  0.0311
C  2.58302  -0.17416  -3.74411  -0.6194
N  2.04165  1.04590  -3.47932  -0.0394
C  0.95028  1.67330  -4.17108  -0.0100
H  0.28070  0.89814  -4.54314  0.0808
H  0.40485  2.33029  -3.49257  0.0723
H  1.32338  2.25315  -5.01817  0.1043
S  1.98082  -1.26528  -4.94711  0.9994
C  3.06868  -2.66412  -4.55575  -0.3377
C  3.13657  -2.88184  -3.05361  -0.6208
O  2.18645  -2.87166  -2.31589  0.0742
O  4.37909  -3.17788  -2.69531  -0.0492
C  4.62193  -3.28467  -1.29853  -0.0387
H  5.60655  -3.73201  -1.19191  0.0924
H  4.60453  -2.28553  -0.85913  0.0945
H  3.85891  -3.90548  -0.82440  0.0914
H  4.06511  -2.47214  -4.94952  0.0901
H  2.62298  -3.53151  -5.04318  0.0923
H  3.47484  3.13159  -1.25514  0.1282
H  2.08030  3.52260  -2.31069  0.1253
H  0.57072  0.11625  0.09530  0.1097
H  0.13710  -3.11711  1.60442  0.1258
H  1.02279  -1.72484  0.96284  0.1167
H  -1.40496  -3.12398  -0.27476  0.0796
H  -0.82741  -1.56022  -0.84509  0.0742
H  0.22679  -2.96954  -0.95727  0.0554

Output
largest force on an atom = 1.25 eV/A
ΔE to the lowest compared entry with this formula, charge and spin = 241.51 kJ/mol
charge = 0
HOMO energy = -8.388 eV
SMILES = CCOc1cc(C(=O)NCc2nnc(SCC(=O)OC)n2C)cc(OCC)c1OCC
gap between HOMO and LUMO = 9.0189 eV

***

This record from the Open Molecules 2025 dataset describes a cluster of 2 separate species, C2F8N in total. The level of theory is ωB97M-V/def2-TZVPD.

Each line ends with the Löwdin charge.
Element x y z (Å)
C  0.00380  -0.42238  0.33631  0.0201
C  1.37759  0.26112  -0.09132  -0.5885
N  -1.26982  0.26367  0.01011  -0.2235
F  -0.70085  -1.96186  -0.77208  -0.1128
F  0.11567  -1.14658  1.37368  0.3116
F  1.74369  -0.09828  -1.27053  0.2679
F  1.23455  1.58379  -0.08370  0.2115
F  2.33867  -0.07083  0.74689  0.2470
F  -2.38502  -0.42444  0.24244  0.2721
F  -1.28232  0.53904  -1.25758  0.2903
F  -1.46673  1.37378  0.60413  0.3043

Output
largest force on an atom = 6.28 eV/A
ΔE to the lowest compared entry with this formula, charge and spin = 558.26 kJ/mol
charge = +1
HOMO energy = -18.552 eV
gap between HOMO and LUMO = 10.0226 eV

***

This record from the Open Molecules 2025 dataset describes a cluster of 3 separate species, CH8O2S in total. The level of theory is ωB97M-V/def2-TZVPD.

Each line ends with the Löwdin charge.
Element x y z (Å)
C  -1.48307  1.63123  -0.27537  -0.4490
S  -0.04842  1.24545  -1.46209  0.5399
H  -1.28565  2.61610  0.08106  -0.0138
H  -2.45121  1.53966  -0.89279  0.0527
H  -1.42849  1.01645  0.65609  0.0241
H  0.77203  0.68992  -0.35665  -0.0916
H  -1.39397  -2.06398  0.32838  0.0953
H  -0.28089  -1.41110  -0.41600  -0.0582
O  -0.63923  -1.40048  0.41759  -0.0752
H  3.37017  -1.54773  0.40493  -0.0636
H  1.97723  -1.26623  0.58680  0.0472
O  2.89150  -1.04928  0.92805  -0.0078

Output
largest force on an atom = 7.22 eV/A
ΔE to the lowest compared entry with this formula, charge and spin = 132.20 kJ/mol
charge = 0
HOMO energy = -9.132 eV
SMILES = CS.O.O
gap between HOMO and LUMO = 9.6196 eV

***

This record from the Open Molecules 2025 dataset describes a structure of composition C3H5CaLiO4. The level of theory is ωB97M-V/def2-TZVPD.

Each line ends with the Löwdin charge.
Element x y z (Å)
Ca  -3.21896  0.19538  -0.40512  1.6065
O  -2.27730  0.11405  1.49558  -0.5073
C  -1.04650  0.04564  1.95558  -0.3457
H  -0.67642  -0.99189  2.08581  0.0747
H  -0.66483  0.76192  2.70618  0.0834
C  0.03891  0.47895  0.32207  -0.2013
O  1.06292  0.74547  -0.68079  -0.1898
C  0.95852  0.09277  -1.82594  -0.6871
O  -0.13263  -0.18689  -2.28130  0.0482
O  2.06093  -0.65992  -1.86312  0.1046
Li  2.66792  -0.07451  0.65331  0.7637
H  -0.44150  1.46654  0.19266  0.0642
H  -0.27061  -0.55249  0.07260  0.0507
H  1.93954  -1.43503  -2.42754  0.1351

Output
largest force on an atom = 4.07 eV/A
ΔE to the lowest compared entry with this formula, charge and spin = 326.97 kJ/mol
charge = +1
HOMO energy (spin up / spin down) = -7.436 / -10.506 eV
2S+1 = 2
gap between HOMO and LUMO (spin up / spin down) = 2.3777 / 5.4336 eV

***

Question: Which formula does entry 5 have?
Answer: C3H5CaLiO4

***

Repeat the third record exactly.
This record from the Open Molecules 2025 dataset describes a cluster of 2 separate species, C2F8N in total. The level of theory is ωB97M-V/def2-TZVPD.

Each line ends with the Löwdin charge.
Element x y z (Å)
C  0.00380  -0.42238  0.33631  0.0201
C  1.37759  0.26112  -0.09132  -0.5885
N  -1.26982  0.26367  0.01011  -0.2235
F  -0.70085  -1.96186  -0.77208  -0.1128
F  0.11567  -1.14658  1.37368  0.3116
F  1.74369  -0.09828  -1.27053  0.2679
F  1.23455  1.58379  -0.08370  0.2115
F  2.33867  -0.07083  0.74689  0.2470
F  -2.38502  -0.42444  0.24244  0.2721
F  -1.28232  0.53904  -1.25758  0.2903
F  -1.46673  1.37378  0.60413  0.3043

Output
largest force on an atom = 6.28 eV/A
ΔE to the lowest compared entry with this formula, charge and spin = 558.26 kJ/mol
charge = +1
HOMO energy = -18.552 eV
gap between HOMO and LUMO = 10.0226 eV

***

Question: Which value of largest force on an atom does entry 3 give?
Answer: 6.28 eV/A

***

Question: Look up the largest force on an atom of the second one.
Answer: 1.25 eV/A